Entry 1:
This record from the OMol25 dataset describes a single C2H3Br2N molecule at a distorted geometry. The level of theory is ωB97M-V/def2-TZVPD.

max |F|: 0.0804 hartree/bohr
electronic energy: -143696.97903 eV
SMILES string: [H]/N=C(\Br)CBr
HOMO: -10.39 eV
energy relative to the best compared isomer or geometry (same formula, charge and spin): 1.48 kcal/mol
orbital gap: 10.50 eV

Geometry as XYZ:
```
8
Properties=species:S:1:pos:R:3:forces:R:3:lowdin_charge:R:1
H 0.992427 -1.337798 -1.770438 -0.162 -3.133 -2.107 0.016
N 0.983902 -0.602276 -1.177808 -0.067 3.568 2.084 0.131
C 0.094855 -0.497235 -0.324221 0.338 0.186 1.630 -0.888
Br -1.188505 -1.885227 0.145644 -0.030 0.051 -0.351 0.646
C -0.019701 0.651482 0.685990 0.253 1.689 -0.266 -0.569
Br -1.448774 1.895789 -0.042109 0.493 -0.840 0.603 0.544
H 0.824188 1.395082 0.744192 -0.460 -1.356 -0.580 0.063
H -0.238392 0.380186 1.738748 -0.365 -0.164 -1.012 0.057
```
Forces are in eV/Å.


Entry 2:
This record from the OMol25 dataset describes a single C6H8 molecule. The level of theory is ωB97M-V/def2-TZVPD.

max |F|: 0.0134 hartree/bohr
electronic energy: -6348.40625 eV
SMILES string: C#CCC1CC1
HOMO: -9.66 eV
energy relative to the best compared isomer or geometry (same formula, charge and spin): 54.83 kcal/mol
orbital gap: 10.84 eV

Geometry as XYZ:
```
14
Properties=species:S:1:pos:R:3:forces:R:3:lowdin_charge:R:1
C -1.801254 1.631403 -0.593402 -0.079 0.366 0.579 0.104
C -1.145971 1.385545 0.386992 -0.251 0.096 -0.558 -0.155
C -0.169005 0.702303 1.236853 0.054 -0.061 -0.123 -0.161
C 0.117366 -0.576929 0.424058 -0.161 -0.089 0.156 -0.320
C 1.374303 -1.205516 -0.097920 0.164 0.040 -0.060 -0.108
C 0.349646 -0.582449 -1.050984 0.270 -0.219 -0.060 -0.140
H -2.408498 1.896696 -1.424184 -0.042 0.068 0.030 0.025
H 0.691603 1.352179 1.444229 -0.030 -0.275 -0.258 0.117
H -0.599342 0.444311 2.215412 0.126 0.028 -0.283 0.111
H -0.608322 -1.346957 0.678269 0.062 0.098 0.111 0.136
H 1.516979 -2.264554 0.127151 -0.220 0.218 -0.510 0.094
H 2.313320 -0.662800 -0.130584 -0.120 0.089 0.378 0.093
H 0.719313 0.334519 -1.512894 -0.141 -0.155 0.268 0.104
H -0.350139 -1.107751 -1.702997 0.367 -0.203 0.330 0.101
```
Forces are in eV/Å.


Entry 3:
This record from the OMol25 dataset describes 2 unconnected molecules or ions with the total composition C4H10N2O at a distorted geometry. The level of theory is ωB97M-V/def2-TZVPD.

max |F|: 0.0791 hartree/bohr
electronic energy: -9331.92987 eV
HOMO: -7.27 eV
energy relative to the best compared isomer or geometry (same formula, charge and spin): 162.75 kcal/mol
orbital gap: 4.60 eV

Geometry as XYZ:
```
17
Properties=species:S:1:pos:R:3:forces:R:3:lowdin_charge:R:1
N -1.644808 -0.558105 -0.609891 0.867 0.278 -0.157 0.030
C -1.503810 0.296147 0.553394 1.106 0.061 -0.633 -0.265
C -0.044953 0.295810 1.145454 0.455 -0.821 2.238 -0.234
N 1.009854 0.717710 0.251558 -2.387 -1.040 -3.124 0.027
C 1.320170 -0.059652 -0.817293 1.672 1.689 1.725 -0.061
C 1.587211 -1.492326 -0.823026 -2.207 -1.033 0.364 -0.238
O 1.120553 -2.263933 0.002482 0.798 0.267 -0.313 0.034
H -1.311536 -1.498835 -0.432729 -0.414 -0.279 0.405 0.067
H -0.944748 -0.225409 -1.277338 -0.592 0.126 -0.364 0.051
H -2.191775 0.016205 1.347811 0.023 -0.050 0.052 0.112
H -1.609648 1.334817 0.221459 -0.487 -0.058 0.267 -0.001
H 0.178900 -0.695979 1.535662 0.058 -0.203 -0.307 0.106
H 0.025479 0.940474 2.030035 -0.400 0.364 -0.344 0.110
H 0.644364 1.667589 -0.126680 0.372 1.100 0.917 0.017
H -0.565822 2.894099 0.291932 0.724 -0.559 -0.452 0.010
H 1.862593 0.510178 -1.559795 -0.075 0.018 -0.409 0.115
H 2.067977 -1.878789 -1.733037 0.489 0.141 0.134 0.122
```
Forces are in eV/Å.


Entry 4:
This record from the OMol25 dataset describes a molecular structure, C47H49AsN3O5RuTe2 at a distorted geometry. The level of theory is ωB97M-V/def2-TZVPD.

max |F|: 0.0494 hartree/bohr
electronic energy: -142232.25530 eV
net charge: +2
<S²>: 8.800
multiplicity: 6
HOMO (alpha / beta): -10.89 / -12.35 eV
energy relative to the best compared isomer or geometry (same formula, charge and spin): 19.38 kcal/mol
orbital gap (alpha / beta): 6.22 / 4.81 eV

Geometry as XYZ:
```
108
Properties=species:S:1:pos:R:3:forces:R:3:lowdin_charge:R:1
Ru -0.291500 0.423600 0.097100 0.372 -0.623 -0.627 1.351
O -4.685600 -1.337400 6.445100 -0.275 -0.376 0.292 0.173
C -4.556900 -0.582500 5.369800 -0.076 0.366 -0.459 -0.517
O -5.521900 -0.239100 4.716700 -0.030 -0.118 0.763 -0.013
C -3.207900 -0.209900 4.875100 0.414 -0.023 -0.098 -0.207
C -3.048700 1.052300 4.289800 0.112 -0.228 0.409 -0.112
C -1.973500 1.315300 3.468700 0.267 -0.200 0.053 -0.045
C -1.046300 0.303900 3.176800 -0.586 -0.326 0.749 -0.300
C -1.131600 -0.903700 3.889300 0.168 0.311 -0.460 -0.006
C -2.205600 -1.166700 4.712400 -0.420 0.214 0.208 -0.006
N -0.067700 0.454000 2.206200 0.027 0.430 -1.260 -0.089
C 1.186500 0.077400 2.527900 0.415 -0.094 0.254 -0.101
C 2.133800 -0.127100 1.527300 0.416 -0.063 0.095 -0.282
C 3.493600 -0.457000 1.772700 -0.276 0.108 -0.034 0.000
C 4.330800 -0.692400 0.720200 -0.153 0.014 -0.114 -0.041
C 3.824000 -0.616000 -0.589900 -0.140 0.162 0.155 -0.053
C 2.503900 -0.270900 -0.775900 0.533 -0.197 -0.686 -0.222
N 1.683400 -0.012900 0.236700 0.038 0.085 0.705 -0.180
H -3.851500 -1.549700 6.886300 0.023 0.229 -0.120 0.135
H -3.789700 1.814600 4.490900 -0.058 0.038 -0.043 0.128
H -1.856400 2.302200 3.055600 0.040 0.095 -0.154 0.102
H -0.371100 -1.654600 3.722200 -0.048 -0.104 -0.044 0.122
H -2.294700 -2.146200 5.164100 -0.032 -0.044 0.049 0.128
H 1.449500 -0.058700 3.571500 0.043 0.004 -0.033 0.137
H 3.839000 -0.504700 2.793200 0.039 -0.037 0.100 0.122
H 5.367900 -0.935700 0.883100 0.129 -0.034 0.066 0.118
H 4.456700 -0.796700 -1.440200 0.055 -0.056 -0.177 0.115
H 2.071000 -0.205900 -1.768300 -0.055 -0.028 0.007 0.089
C -4.626800 -0.692200 -4.941500 -0.176 0.154 -0.116 -0.038
C -3.398100 -0.349800 -4.168400 0.220 -0.035 0.266 -0.244
C -2.130700 -0.464800 -4.731000 -0.347 0.043 0.196 0.025
C -0.973000 -0.179100 -4.022900 0.119 0.182 1.023 -0.062
C 0.354400 -0.602400 -4.532800 -0.143 0.170 0.072 -0.303
O 1.175600 -1.057900 -3.750200 0.153 -0.001 -0.211 0.040
C 0.594400 -0.570800 -5.988200 0.271 -0.165 -0.446 -0.159
C 0.035000 0.389500 -6.836800 0.100 -0.097 0.229 -0.033
C 0.288700 0.339000 -8.194800 -0.005 0.039 -0.115 -0.061
C 1.070600 -0.675900 -8.726000 0.002 0.031 0.050 -0.055
C 1.633900 -1.628300 -7.891000 0.051 -0.008 -0.033 -0.057
C 1.411000 -1.568600 -6.530100 -0.167 0.137 0.146 -0.009
C -1.077400 0.266700 -2.671400 -2.128 -0.415 -1.326 -0.297
O -0.063500 0.616200 -1.966100 1.156 0.383 1.897 -0.255
C -2.380300 0.348100 -2.096200 1.197 -0.042 -0.249 -0.126
C -3.503800 0.063100 -2.837100 0.088 -0.278 -0.347 0.005
C -2.362500 0.895000 -0.704700 -0.739 -0.252 -0.805 -0.303
N -2.462400 0.160600 0.384500 0.022 0.507 0.044 -0.090
C -2.756500 -1.263300 0.246500 0.230 -0.499 -0.189 -0.340
C -4.260200 -1.431000 0.378200 0.025 0.254 0.258 -0.338
Te -4.748300 -0.019300 1.963100 -0.551 -0.124 -1.151 1.897
C -5.532300 1.519800 0.739900 0.031 -0.196 0.164 -0.468
C -6.280800 1.233500 -0.397500 0.134 -0.285 0.185 -0.135
C -6.815400 2.268300 -1.142100 -0.064 0.067 -0.104 -0.058
C -6.606100 3.584500 -0.760300 0.005 -0.039 0.086 -0.053
C -5.872500 3.867800 0.382700 -0.085 0.035 -0.006 -0.069
C -5.347000 2.840100 1.143600 0.131 -0.214 0.169 -0.129
C -2.493600 2.370900 -0.661500 0.276 0.289 0.406 -0.166
C -1.893700 3.105200 0.365800 -0.034 -0.250 0.045 -0.091
C -2.043800 4.478500 0.424000 0.002 0.086 0.089 -0.082
C -2.762500 5.141300 -0.558400 0.062 0.007 0.040 -0.060
C -3.338400 4.424800 -1.594500 0.030 -0.048 0.013 -0.053
C -3.214400 3.050000 -1.645700 0.176 -0.111 0.006 -0.001
H -4.394200 -1.308300 -5.805200 -0.034 -0.071 -0.053 0.085
H -5.108900 0.217300 -5.301400 -0.115 -0.006 -0.079 0.090
H -5.338900 -1.220000 -4.310800 -0.110 -0.078 -0.056 0.082
H -2.043200 -0.832600 -5.741500 0.002 -0.078 -0.143 0.129
H -0.575600 1.189000 -6.439300 -0.049 -0.007 0.077 0.118
H -0.125700 1.092100 -8.847500 -0.054 0.062 -0.044 0.111
H 1.244100 -0.721700 -9.789800 0.023 0.011 -0.105 0.113
H 2.250700 -2.412800 -8.300200 0.050 -0.084 -0.061 0.112
H 1.842800 -2.306900 -5.870500 0.046 -0.031 0.062 0.115
H -4.484900 0.157900 -2.393900 -0.173 0.020 0.080 0.111
H -2.253300 -1.778000 1.072300 -0.002 0.024 -0.160 0.108
H -2.380500 -1.673200 -0.701500 -0.105 0.034 0.320 0.096
H -4.528800 -2.435400 0.700700 -0.093 0.057 0.047 0.068
H -4.782700 -1.187100 -0.545200 -0.084 0.116 0.124 0.042
H -6.475900 0.205700 -0.673900 -0.042 -0.002 -0.103 0.098
H -7.412900 2.044800 -2.012500 -0.056 -0.020 -0.092 0.118
H -7.031900 4.388200 -1.341500 -0.032 0.068 -0.053 0.119
H -5.715700 4.891300 0.686700 -0.010 0.084 0.049 0.119
H -4.793700 3.059600 2.046700 0.055 0.082 0.040 0.103
H -1.305200 2.575500 1.113200 -0.173 0.155 0.014 0.058
H -1.611800 5.031500 1.242800 0.127 0.104 0.081 0.116
H -2.874300 6.212700 -0.518000 -0.010 0.158 0.030 0.118
H -3.897900 4.933600 -2.362400 -0.095 0.092 -0.088 0.120
H -3.693100 2.505300 -2.442000 0.010 -0.052 -0.112 0.116
C 1.291000 4.956900 -0.259400 -0.116 -0.379 0.008 -0.370
Te 1.577900 2.842000 -0.647400 0.171 1.272 -0.511 1.523
C 1.493000 3.125600 -2.779300 -0.018 -0.159 0.324 -0.337
H 2.151400 5.500500 -0.636800 0.161 -0.105 -0.077 0.016
H 1.219200 5.103300 0.813800 0.011 -0.063 0.075 0.007
H 0.388500 5.324500 -0.739900 -0.049 -0.153 -0.067 0.003
H 0.519700 3.516300 -3.062000 -0.070 -0.020 0.096 0.023
H 1.662300 2.157700 -3.237400 -0.022 -0.081 0.006 -0.002
H 2.279100 3.820700 -3.061000 0.053 0.059 0.115 0.023
C 0.165000 -4.745300 -0.178700 0.107 0.214 -0.225 -0.194
As 0.365500 -3.293900 -1.466900 -0.170 -1.150 -0.205 1.027
C -0.884000 -3.710200 -2.915800 0.379 0.069 0.242 -0.162
C 2.198700 -3.423100 -2.088500 -0.279 0.081 0.077 -0.178
O -0.078500 -1.917100 -0.689900 -0.300 1.011 0.560 -0.547
H 0.550600 -5.674000 -0.589500 0.008 -0.105 -0.057 0.039
H -0.883200 -4.876100 0.089900 0.023 0.089 -0.092 0.037
H 0.732100 -4.494000 0.718500 -0.005 0.067 -0.087 0.039
H -0.700300 -4.729300 -3.251000 0.015 -0.040 -0.037 0.044
H -0.766000 -3.021400 -3.750800 0.083 -0.003 0.120 0.022
H -1.904100 -3.640900 -2.533500 0.127 0.032 0.088 0.041
H 2.370600 -4.449900 -2.402900 -0.015 -0.075 -0.034 0.047
H 2.880300 -3.175200 -1.275000 -0.141 -0.035 0.041 0.035
H 2.349500 -2.738000 -2.916400 -0.018 0.005 -0.018 0.016
```
Forces are in eV/Å.